The following is a quantum chemistry calculation of a cluster of 3 separate species, C3H11NS in total, from the Open Molecules 2025 dataset.

Summary:
E_HOMO: -0.343 Eh
Maximum force: 3.824 eV Å⁻¹
Orbital gap: 7.97 eV
Charge: 0
ΔE to the lowest compared entry with this formula, charge and spin: 3.1530 eV
LUMO: -1.365 eV

Last column: Mulliken charge in e.
Positions of all 16 atoms, in Å:
S -0.459 1.987 -0.539  -0.368
H -0.962 3.132 0.030  0.155
C -0.486 -1.299 0.317  -0.732
C 1.008 -1.096 0.156  0.148
C 1.823 -0.833 1.425  -1.087
N -1.231 -1.047 -0.915  -0.466
H -0.729 -2.262 0.821  0.344
H -0.889 -0.586 1.052  0.250
H 1.062 -0.204 -0.485  0.099
H 1.446 -1.959 -0.427  0.253
H 1.656 0.213 1.772  0.265
H 1.498 -1.517 2.259  0.269
H 2.933 -0.982 1.264  0.315
H -1.111 -0.082 -1.192  0.109
H -0.957 -1.708 -1.650  0.268
H -2.044 0.864 0.203  0.179